(1)
# C8H25BCeN2OP2Se

A molecular structure, C8H25BCeN2OP2Se (wB97M-V/def2-TZVPD, the Open Molecules 2025 dataset).

Structure (XYZ):
```
41
Properties=species:S:1:pos:R:3
Ce 0.35 -0.01 0.51
Se 0.32 0.29 5.23
P 0.14 2.64 0.42
P 0.20 -2.66 0.31
O -2.80 -0.15 2.50
N 1.37 0.06 2.49
N -1.57 -0.03 -2.50
C -0.06 3.34 -1.24
C -1.89 -0.11 1.76
C 1.84 3.09 0.93
C 1.02 0.15 3.64
C 1.05 -3.18 -1.22
C -0.96 3.51 1.55
C -1.32 -3.60 0.42
C 1.27 -3.23 1.68
B -0.43 0.03 -3.61
H 2.05 2.72 1.94
H -1.98 -3.32 -0.41
H -1.08 -4.66 0.39
H -1.08 3.15 -1.60
H -0.61 1.04 -4.27
H 0.83 -2.97 2.65
H -1.15 -0.03 -1.57
H 2.25 -2.73 1.64
H 0.65 0.07 -3.03
H -2.15 -0.88 -2.57
H 0.63 2.86 -1.94
H 0.45 -2.90 -2.10
H 1.22 -4.26 -1.17
H 1.39 -4.32 1.59
H -0.75 4.58 1.49
H 2.01 -2.64 -1.30
H 0.12 4.42 -1.16
H -1.99 3.29 1.26
H -0.53 -0.98 -4.30
H 1.93 4.19 0.90
H -1.84 -3.33 1.35
H 1.55 0.06 -0.94
H -0.81 3.12 2.57
H -2.21 0.77 -2.54
H 2.58 2.63 0.26
```

total charge: +2
E_HOMO (spin up / spin down): -14.80 / -14.55 eV
orbital gap (spin up / spin down): 6.40 / 3.60 eV
2S+1: 3

***

(2)
# C8H26B2O29

15 unconnected molecules or ions with the total composition C8H26B2O29 (wB97M-V/def2-TZVPD, the Open Molecules 2025 dataset).

Structure (XYZ):
```
65
Properties=species:S:1:pos:R:3
O 0.05 -1.02 -0.93
O -3.12 3.10 -4.21
O 0.95 -4.63 -3.84
O -0.43 1.26 -1.43
O 2.85 2.95 -1.40
O 1.55 0.68 -0.18
O -4.17 4.84 -1.47
O -4.32 3.54 3.10
O 0.84 3.41 -3.25
O 5.76 -1.86 1.43
O -2.20 2.13 1.39
O 1.61 -2.66 -1.13
O -0.78 0.56 0.76
O 0.62 -2.22 1.93
O -1.97 2.88 -1.52
O -0.63 3.86 3.22
O 3.39 -0.60 -0.13
O 0.59 -0.02 -4.73
O 5.91 0.67 -0.20
O -3.46 -3.65 0.60
O -2.89 -1.22 -1.00
O -1.49 -2.35 3.14
O -3.67 -1.88 2.98
O 2.15 -4.82 3.65
O 4.26 -3.89 -0.88
O 2.83 -2.30 2.26
O -1.25 -3.55 1.14
O -4.40 0.72 4.17
O 0.08 -4.20 3.07
C 1.36 -4.08 3.12
C 1.74 -2.75 2.40
C -1.35 2.05 -0.92
C -1.50 1.64 0.55
C 2.22 -0.49 -0.27
C -2.68 -2.46 2.62
C -2.57 -3.32 1.32
C 1.24 -1.57 -0.83
B 0.11 0.36 -0.38
B -0.52 -3.06 2.32
H -1.23 3.22 2.81
H -3.09 3.23 -3.25
H 5.09 -3.46 -1.11
H 5.51 0.34 -1.02
H -4.06 5.79 -1.41
H 0.81 -5.58 -3.78
H -0.16 4.25 2.48
H -3.95 1.51 3.84
H 0.32 -4.25 -3.21
H 5.29 1.33 0.12
H -3.98 -0.01 3.67
H 3.57 -3.23 -1.07
H 2.45 2.12 -1.05
H 0.53 0.73 -4.13
H -1.94 -1.19 -1.15
H -4.05 3.20 -4.44
H 4.86 -2.07 1.16
H -4.55 4.20 3.77
H -3.00 -1.97 -0.40
H -3.31 4.47 -1.19
H 0.05 3.36 -2.71
H 3.54 3.17 -0.78
H 1.53 2.96 -2.72
H -3.68 3.99 2.53
H 0.59 -0.80 -4.15
H 6.12 -1.33 0.71
```

ΔE to the lowest compared entry with this formula, charge and spin: 57.5 kJ/mol
total charge: -2
E_HOMO: -5.50 eV
orbital gap: 9.25 eV

***

(3)
# C8H26N2O2Si2

A molecular structure, C8H26N2O2Si2 (wB97M-V/def2-TZVPD, the Open Molecules 2025 dataset).

Structure (XYZ):
```
40
Properties=species:S:1:pos:R:3
Si -3.29 -1.00 -1.09
Si -3.65 -3.85 -1.30
O -4.13 -2.31 -1.72
O 1.32 3.96 2.81
N 0.23 1.55 1.66
N 0.90 -4.09 -0.81
C 2.73 4.09 2.90
C 0.79 3.98 1.50
C 0.77 2.61 0.80
C -1.51 -0.96 -1.73
C 2.13 2.18 0.27
C 0.95 -2.92 -1.69
C -0.50 -1.09 -0.58
C 0.89 -1.58 -0.97
H 2.62 2.99 -0.28
H -0.71 1.79 1.93
H -0.25 4.31 1.62
H 1.40 -0.82 -1.56
H 3.23 3.12 2.80
H 1.88 -2.96 -2.25
H 0.16 -3.04 -2.42
H 2.96 4.49 3.88
H 1.47 -1.69 -0.05
H -1.43 -1.77 -2.46
H -0.38 -0.09 -0.15
H -1.35 -0.04 -2.29
H 2.80 1.86 1.07
H 3.11 4.77 2.13
H -3.99 0.23 -1.51
H -2.22 -4.02 -1.64
H 1.30 4.73 0.89
H -4.45 -4.85 -2.03
H 1.46 -3.95 0.02
H 0.10 2.71 -0.06
H -0.92 -1.69 0.23
H -3.29 -1.11 0.38
H 0.76 1.56 2.53
H -0.05 -4.34 -0.56
H -3.86 -4.08 0.14
H 2.02 1.33 -0.40
```

E_HOMO: -9.00 eV
orbital gap: 9.75 eV

***

(4)
# C8H26O11PV

A molecular structure, C8H26O11PV (wB97M-V/def2-TZVPD, the Open Molecules 2025 dataset).

Structure (XYZ):
```
47
Properties=species:S:1:pos:R:3
V -1.36 0.72 1.63
P -3.13 -1.77 2.02
O -1.39 1.79 3.14
O 0.31 -2.34 3.88
O 4.41 0.88 0.47
O -3.50 -1.98 0.56
O -2.20 -0.54 1.98
O 0.20 0.31 1.46
O -4.47 -1.09 3.01
O -1.44 0.20 -2.66
O -2.49 -2.76 2.94
O 0.32 -3.05 -1.90
O -1.74 1.54 0.29
C 2.60 2.55 0.53
C 1.62 -1.32 -0.85
C 0.90 -2.64 -0.66
C 1.83 -3.60 -0.06
C -2.80 2.30 -2.82
C -0.30 2.36 -2.83
C -1.54 1.60 -3.21
C 3.45 1.64 1.38
H 3.84 0.24 -0.02
H 0.09 -2.31 -2.46
H 4.12 2.26 2.00
H 0.59 1.92 -3.21
H 3.18 2.64 -0.37
H 1.67 2.06 0.29
H -4.18 -1.46 3.78
H 2.80 -3.54 -0.59
H -0.32 3.38 -3.26
H -3.63 1.78 -3.29
H 2.55 -1.44 -1.47
H 0.28 -1.41 3.51
H 1.85 -0.81 0.04
H -2.76 3.34 -3.19
H -2.02 0.16 -1.87
H 0.02 -2.47 -0.03
H 1.50 -4.65 -0.04
H -1.54 1.39 -4.31
H 2.33 3.52 0.99
H 1.96 -3.36 0.99
H 2.88 0.99 2.10
H -2.13 1.53 3.69
H 1.02 -0.60 -1.35
H -0.37 -2.69 3.28
H -2.87 2.33 -1.76
H -0.11 2.39 -1.74
```

total charge: -2
E_HOMO: -2.86 eV
orbital gap: 7.91 eV

***

(5)
# C8H26O14PPd2

A molecular structure, C8H26O14PPd2 (wB97M-V/def2-TZVPD, the Open Molecules 2025 dataset).

Structure (XYZ):
```
51
Properties=species:S:1:pos:R:3
Pd 3.95 -0.87 0.66
Pd 0.86 -1.94 1.41
P 2.96 -2.38 2.98
O 2.71 -2.96 1.62
O 0.27 1.91 1.39
O 0.76 -0.11 -1.96
O 3.41 -0.26 -3.37
O -2.19 2.97 -3.81
O 3.83 -1.24 2.66
O 3.59 -3.42 3.86
O -2.52 2.36 1.37
O 1.90 -0.29 0.53
O -0.55 -3.34 2.31
O -1.38 1.46 -1.38
O -1.13 -0.99 1.10
O 1.53 -1.99 3.34
O 0.95 -3.12 -0.35
C -1.00 2.79 -1.71
C -2.13 3.49 -2.49
C -1.91 -2.88 2.35
C -0.47 1.89 2.62
C -2.26 -1.96 1.28
C -1.77 2.73 2.53
C 1.11 -0.88 -3.11
C 2.13 -0.16 -4.03
H -0.36 -3.93 3.04
H 1.26 -0.38 -0.20
H 1.08 -2.75 -1.25
H -2.40 -3.85 2.22
H 1.83 0.85 -4.28
H 2.07 -0.77 -4.93
H -2.38 2.80 3.43
H -0.74 0.89 2.96
H 0.17 -1.04 -3.63
H -0.77 3.35 -0.80
H -0.05 2.85 -2.25
H 0.17 2.39 3.35
H -2.18 2.01 -3.80
H 3.74 -1.15 -3.54
H -1.85 2.41 0.68
H 1.52 0.05 -1.40
H -2.35 -2.54 0.36
H -0.68 0.84 -1.57
H 1.13 1.49 1.42
H -2.14 -2.50 3.35
H -1.50 3.77 2.33
H -3.20 -1.41 1.38
H -3.11 3.33 -2.05
H -1.95 4.57 -2.43
H -1.44 -0.23 0.61
H 1.46 -1.87 -2.82
```

total charge: -1
E_HOMO (spin up / spin down): -4.30 / -4.17 eV
orbital gap (spin up / spin down): 6.67 / 5.89 eV
2S+1: 5

***

(6)
# C8H26O6

7 unconnected molecules or ions with the total composition C8H26O6 (wB97M-V/def2-TZVPD, the Open Molecules 2025 dataset).

Structure (XYZ):
```
40
Properties=species:S:1:pos:R:3
O -3.96 -1.72 1.80
O -2.45 2.01 0.44
O -4.60 1.52 -0.96
O 3.68 1.11 0.81
O -0.55 2.26 2.26
O 2.18 2.24 2.76
C 1.45 2.28 -3.09
C 0.92 -0.10 -2.63
C 0.61 -1.15 -1.65
C -0.60 -1.42 -1.18
C 1.48 -2.49 1.14
C -0.92 -2.40 -0.08
C 1.25 1.12 -2.26
C 0.34 -3.25 0.35
H 1.15 -1.66 1.75
H -0.12 -4.21 0.76
H 1.90 2.15 -4.03
H -0.50 1.36 2.86
H 1.57 -1.72 -1.33
H 1.76 -3.27 1.88
H 3.68 0.14 1.09
H -1.39 -0.75 -1.44
H -4.62 0.79 -0.33
H -4.60 -1.32 1.25
H 2.41 3.11 2.90
H -3.60 -2.53 1.40
H 1.24 1.33 -1.13
H 3.97 1.28 -0.09
H 2.01 3.02 -2.64
H 2.28 -2.19 0.53
H 0.35 2.59 -3.15
H -2.75 2.70 1.14
H -1.63 1.78 0.88
H -1.18 -1.78 0.94
H 0.79 -3.46 -0.64
H -3.80 1.94 -0.71
H 0.44 2.50 2.28
H -1.80 -3.05 -0.38
H 0.95 -0.42 -3.65
H 2.67 1.65 2.14
```

ΔE to the lowest compared entry with this formula, charge and spin: 211.8 kJ/mol
E_HOMO: -9.25 eV
SMILES string: C/C=C/C=C/CCC.O.O.O.O.O.O
orbital gap: 9.31 eV

***

(7)
# C8H27O5

5 unconnected molecules or ions with the total composition C8H27O5 (wB97M-V/def2-TZVPD, the Open Molecules 2025 dataset).

Structure (XYZ):
```
40
Properties=species:S:1:pos:R:3
O -0.13 3.57 -0.16
O 0.65 1.12 -0.20
O 1.10 -1.69 -0.59
O 1.74 0.59 2.03
O -1.47 -0.33 -0.60
C -3.30 -1.06 0.82
C -3.72 0.36 -1.22
C 2.12 -1.95 -1.60
C 0.98 -0.32 2.86
C -0.12 4.57 0.87
C 2.31 -3.45 -1.79
C 3.37 -1.24 -1.13
C -2.78 0.04 -0.07
H 0.65 0.19 3.76
H 4.14 -1.31 -1.90
H 3.17 -3.64 -2.43
H -1.10 5.05 0.95
H -2.60 0.96 0.50
H 0.12 -0.63 2.29
H 0.27 2.05 -0.23
H -2.64 -1.25 1.67
H -1.52 -1.27 -0.80
H 0.42 -2.36 -0.67
H -3.45 1.30 -1.71
H 2.51 -3.93 -0.84
H -4.74 0.52 -0.85
H -0.40 3.98 -0.99
H 3.73 -1.68 -0.20
H -3.75 -0.47 -1.93
H 0.65 5.32 0.69
H 2.38 1.07 2.56
H 1.60 -1.17 3.14
H -4.29 -0.82 1.22
H 0.10 4.09 1.82
H -3.40 -2.01 0.28
H -0.04 0.43 -0.47
H 1.08 0.91 0.69
H 1.43 -3.88 -2.27
H 3.17 -0.18 -0.97
H 1.78 -1.48 -2.53
```

ΔE to the lowest compared entry with this formula, charge and spin: 0.0 kJ/mol
total charge: +1
E_HOMO: -13.22 eV
orbital gap: 10.80 eV

***

(8)
# C8H27O5

5 unconnected molecules or ions with the total composition C8H27O5 (wB97M-V/def2-TZVPD, the Open Molecules 2025 dataset).

Structure (XYZ):
```
40
Properties=species:S:1:pos:R:3
O 0.06 0.73 -2.07
O 2.83 -1.22 -0.73
O -0.62 -1.38 1.06
O 0.28 2.93 -0.13
O 1.11 0.46 0.43
C -1.34 -2.25 0.24
C 0.38 3.24 2.23
C -1.40 -3.58 1.10
C 0.43 -0.01 -3.21
C -0.52 3.32 1.00
C -1.70 2.33 1.12
C -2.77 -1.65 0.03
C 4.21 -1.44 -0.98
H -0.38 -3.76 1.46
H 0.12 0.56 -4.09
H -2.47 2.63 1.82
H -2.59 -0.60 -0.21
H -0.94 -1.53 1.96
H 0.49 -0.24 0.62
H -0.29 -0.83 -3.24
H 0.84 2.26 2.32
H 0.65 1.17 -0.02
H 2.35 -1.96 -1.11
H -0.27 3.41 3.08
H -1.77 -4.43 0.53
H -3.23 -2.20 -0.79
H -2.06 -3.45 1.96
H -0.76 -2.34 -0.68
H -0.98 4.29 0.84
H -0.85 1.00 -2.21
H -1.45 1.30 1.37
H 1.18 3.98 2.21
H -2.26 2.28 0.18
H 4.36 -2.29 -1.64
H -3.42 -1.74 0.91
H 4.75 -0.54 -1.27
H 4.66 -1.70 -0.02
H 1.41 -0.48 -3.14
H 1.88 0.17 -0.08
H 0.11 3.54 -0.85
```

ΔE to the lowest compared entry with this formula, charge and spin: 105.9 kJ/mol
total charge: +1
E_HOMO: -13.67 eV
orbital gap: 11.26 eV

***

(9)
# C8H28N2O5Pt

A molecular structure, C8H28N2O5Pt (wB97M-V/def2-TZVPD, the Open Molecules 2025 dataset).

Structure (XYZ):
```
44
Properties=species:S:1:pos:R:3
Pt -0.49 0.58 0.94
O -2.99 0.35 3.07
O 1.88 0.24 3.10
O 0.44 3.71 1.33
O 4.25 -0.89 -3.79
O -2.51 1.72 -1.27
N -2.39 -1.91 1.43
N 2.02 -0.45 -2.11
C 2.76 0.68 -2.75
C 3.78 1.33 -1.88
C -3.30 1.43 4.02
C 4.99 -1.33 -4.90
C -3.76 -1.59 1.91
C -4.41 -3.00 2.09
C 3.41 0.20 -4.05
C -3.70 -0.87 3.22
H 1.51 -0.87 -2.87
H -3.80 -3.66 2.70
H 4.26 2.11 -2.47
H -3.35 1.13 5.07
H -2.42 2.05 3.88
H 1.99 1.39 -3.07
H -4.71 -0.68 3.58
H 2.43 0.91 3.52
H -3.04 2.50 -1.12
H -3.26 -1.54 3.95
H 2.75 -1.12 -1.93
H -5.39 -2.90 2.56
H 3.22 1.71 -1.03
H -4.19 2.01 3.80
H 0.59 4.37 0.66
H 4.44 -2.01 -5.55
H 2.66 -0.18 -4.74
H -4.55 -3.56 1.16
H 4.64 0.76 -1.51
H -3.00 1.22 -1.92
H 5.56 -0.55 -5.39
H 0.49 4.19 2.16
H 3.93 0.98 -4.61
H -4.25 -0.93 1.20
H 2.13 -0.58 3.52
H -2.08 -2.60 2.10
H 5.85 -1.91 -4.56
H -2.39 -2.43 0.57
```

ΔE to the lowest compared entry with this formula, charge and spin: 564.2 kJ/mol
total charge: +2
E_HOMO (spin up / spin down): -14.36 / -14.36 eV
orbital gap (spin up / spin down): 7.02 / 2.92 eV
2S+1: 3

***

(10)
# C8H28O8

9 unconnected molecules or ions with the total composition C8H28O8 (wB97M-V/def2-TZVPD, the Open Molecules 2025 dataset).

Structure (XYZ):
```
44
Properties=species:S:1:pos:R:3
O -1.83 2.91 0.72
O -0.68 -0.58 3.43
O 2.76 2.65 0.08
O 0.39 4.37 0.77
O -2.13 -3.17 1.38
O -0.50 -4.89 0.05
O -2.43 0.24 1.71
O 2.00 -1.09 2.79
C 1.88 -1.08 -2.09
C 3.37 -0.79 -1.52
C -2.71 0.02 -1.83
C -1.47 -0.43 -1.71
C -0.26 0.14 -2.26
C 0.91 -0.13 -1.52
C -0.36 0.97 -3.37
C 0.95 0.53 -0.33
H -3.67 -0.42 -1.81
H 0.28 4.60 -0.18
H -2.28 -3.72 2.18
H -1.62 -2.36 1.89
H 1.65 -2.12 -1.84
H -1.60 -0.21 3.02
H -0.17 0.21 3.58
H -3.07 1.09 -2.02
H 3.56 -1.35 -0.61
H -0.93 3.28 0.63
H 1.16 3.81 0.67
H -1.17 1.31 -4.03
H 0.55 1.28 -3.90
H 4.12 -0.99 -2.37
H -2.36 3.66 0.91
H -2.11 1.24 1.52
H 2.29 -1.46 3.62
H 0.09 1.12 0.13
H 3.62 0.28 -1.26
H 0.29 -5.10 0.39
H 1.83 0.36 0.32
H -1.86 -0.18 1.02
H 1.79 -0.92 -3.22
H 2.83 1.87 0.74
H 3.05 2.45 -0.79
H 1.12 -0.84 2.74
H -0.72 -4.11 0.52
H -1.16 -1.59 -1.56
```

ΔE to the lowest compared entry with this formula, charge and spin: 428.6 kJ/mol
E_HOMO: -8.64 eV
SMILES string: C=CC(=C)C(=C)CC.O.O.O.O.O.O.O.O
orbital gap: 8.87 eV